No. 1
24
Properties=species:S:1:pos:R:3:lowdin_charge:R:1 method="wB97M-V/def2-TZVPD" de_lowest_ev=0.753 total_charge=+1 homo_lumo_gap_ha=0.3837 multiplicity=1 homo_energy_ha=-0.4921
C 2.3134 0.9246 1.1956 -0.0175
C 1.5619 -0.1041 0.3665 -0.3452
C 1.2286 0.2949 -1.0535 -0.1332
C 0.7857 -0.8890 -1.9024 -0.2062
O -0.6514 -1.0466 -1.8272 -0.0810
N 0.3032 -0.5166 1.0710 0.2020
H 2.8955 0.4491 1.9771 0.0930
H 1.6042 1.6686 1.5495 0.0920
H 2.9912 1.5097 0.5837 0.0933
H 2.1169 -1.0168 0.3841 0.1423
H 0.4717 1.0681 -1.0859 0.1289
H 2.1069 0.7979 -1.4627 0.1324
H 1.0364 -0.7974 -2.9626 0.1279
H 1.1671 -1.8304 -1.5309 0.1208
H -1.0930 -0.2185 -2.0396 0.0903
H -0.4001 -1.0424 0.5375 0.1551
H 0.3943 -1.1015 1.9296 0.1230
H -0.2303 0.2550 1.4788 0.1722
H 0.4157 -3.1860 3.1842 0.0733
H -1.0831 -2.9355 3.2085 0.0768
O -0.2596 -2.5843 2.8439 -0.0401
H -6.4421 2.8452 -2.0469 0.0325
H -5.6005 4.1129 -2.4823 0.0295
O -5.6326 3.3428 -1.9162 -0.0620


No. 2
24
Properties=species:S:1:pos:R:3:lowdin_charge:R:1 method="wB97M-V/def2-TZVPD" de_lowest_ev=2.978 s_squared=0.75 total_charge=+2 homo_lumo_gap_ha="0.3365 / 0.1942" multiplicity=2 homo_energy_ha="-0.6580 / -0.6580"
C -0.1928 0.7381 -0.7993 -0.1010
C 0.7976 -0.3804 -0.8659 -0.1422
C 2.2982 0.2669 -1.3101 0.1310
C 3.1087 -0.4149 -2.2162 0.2732
N -1.6564 0.2137 -0.2159 0.1893
H 0.1139 1.4984 -0.1145 0.1059
H -0.4521 1.0897 -1.8624 0.1683
H 1.0523 -0.8463 0.2062 0.1770
H 0.6085 -1.3714 -1.3257 0.1253
H 2.4504 1.2795 -0.9227 0.1423
H 4.0150 0.2317 -2.5442 0.1630
H 3.0317 -1.3716 -2.6320 0.0988
H -2.2268 -0.2822 -0.9912 0.2078
H -1.2496 -0.5184 0.3479 0.0485
H -2.2027 0.9044 0.4658 0.2057
H -2.4603 4.0859 0.3631 0.0962
H -1.0525 3.6852 0.8988 0.0537
O -1.9140 3.2951 0.6483 -0.0873
H -0.2447 -1.2749 3.2547 0.1007
H -1.3130 -1.7888 4.1708 0.0043
O -1.2152 -1.6096 3.2896 -0.0354
H -0.1725 -2.8690 0.1542 0.0258
H -0.4362 -2.3380 1.4778 0.0785
O -0.6874 -2.2233 0.5231 -0.0295


No. 3
24
Properties=species:S:1:pos:R:3:lowdin_charge:R:1 method="wB97M-V/def2-TZVPD" de_lowest_ev=0.000 s_squared=0.75 total_charge=+2 homo_lumo_gap_ha="0.3600 / 0.2314" multiplicity=2 homo_energy_ha="-0.6793 / -0.6792"
C 0.7683 0.4545 -0.1930 -0.1059
C 1.2160 -0.8816 -0.8533 -0.1255
C 2.6547 -0.7934 -1.2200 0.0675
C 3.0700 -0.5393 -2.5230 0.3047
N -0.5356 0.3516 0.5041 0.1888
H 1.5141 0.8391 0.4982 0.1441
H 0.7319 1.2090 -0.9781 0.1463
H 1.0947 -1.6966 -0.1485 0.1417
H 0.5950 -1.0751 -1.7231 0.1376
H 3.3176 -1.1059 -0.4168 0.1601
H 4.0458 -0.8306 -2.9087 0.1301
H 2.4658 -0.0345 -3.2748 0.1315
H -1.0995 -0.4116 0.1128 0.1175
H -0.4207 0.2504 1.5292 0.1218
H -1.0539 1.2298 0.4028 0.1041
H -3.0912 2.2304 1.1266 0.0760
H -3.2149 2.6698 -0.2841 0.0839
O -2.6163 2.1633 0.2844 -0.0400
H -1.3440 1.1041 3.7782 0.0783
H 0.1101 0.8010 3.9416 0.0808
O -0.5439 0.9829 3.2476 -0.0405
H -1.7563 -3.0120 -0.1292 0.0709
H -2.9613 -2.1956 -0.6231 0.0718
O -2.0099 -2.1435 -0.4767 -0.0457


No. 4
29
Properties=species:S:1:pos:R:3:lowdin_charge:R:1 method="wB97M-V/def2-TZVPD" de_lowest_ev=2.266 total_charge=-1 homo_lumo_gap_ha=0.2605 multiplicity=1 homo_energy_ha=-0.1489
O 3.5273 0.9120 -0.2161 -0.0165
C 2.3465 0.8405 0.2259 -0.4926
N 2.0936 0.7621 1.6275 0.1333
C 0.9526 1.2469 2.2641 -0.2641
O 0.1965 2.0729 1.7915 0.0169
C 1.1978 1.2293 -0.7417 -0.1845
C 0.2913 -0.0174 -1.0207 -0.5636
S 1.3923 -1.5469 -0.7957 0.3562
H 2.6970 0.2030 2.1650 0.1184
H 0.7454 0.8540 3.2370 0.1214
H 0.8376 2.0989 -0.4255 0.0288
H 1.8011 1.2374 -1.7323 0.1392
H -0.5391 -0.2441 -0.3565 0.0192
H 0.0319 0.0993 -2.0913 0.0405
H -0.7933 -3.5771 -1.0037 0.1251
H -0.4436 -2.9326 0.1875 -0.0887
O -1.2812 -3.2510 -0.0897 -0.1525
H 0.0012 -2.1558 -3.1550 -0.0680
H -1.3152 -1.2689 -3.1196 0.0830
O -0.9102 -2.2067 -3.2740 -0.1052
H -2.8678 0.5778 1.8100 0.0539
H -3.8818 0.1341 0.6834 -0.0557
O -3.7569 0.7142 1.3812 -0.0822
H -2.4128 -2.0823 -0.1874 0.0393
H -2.2268 -0.6250 -0.6154 -0.1187
O -2.7195 -1.1205 -0.1551 -0.0253
H -1.5822 3.4048 1.3129 -0.0309
H -1.0661 2.9902 0.1623 -0.0249
O -1.8868 2.9926 0.5748 -0.0016


Result set for E_tot: -442.23692, -441.67326, -441.78271, -1141.61919 hartree, one per record in the order listed.